# 1
ORCA calculation (ωB97M-V/def2-TZVPD) on a 3-piece molecular cluster, C3H13N2O3 overall at a distorted geometry.

Geometry (Å):
O (-2.7366, -0.9486, 0.9229)
O (-0.4892, -2.5667, 1.5229)
O (2.2588, 0.0749, -1.0443)
N (0.6851, -0.1645, 1.1065)
N (0.9231, 1.3842, -2.3049)
C (1.2019, 0.6993, -1.2440)
C (-0.6031, 1.8426, 0.2053)
C (0.1220, 0.5418, -0.0923)
H (-0.5138, -3.4843, 1.2245)
H (-1.4818, 1.9314, -0.4239)
H (0.0757, 2.6763, 0.0372)
H (-0.5075, -0.1872, -0.6071)
H (0.1230, 2.0101, -2.4156)
H (0.9628, 0.5497, 1.7874)
H (1.5307, -0.7039, 0.9050)
H (-1.3480, -2.2105, 1.2316)
H (-0.0198, -0.8232, 1.5025)
H (1.5222, 1.3116, -3.1367)
H (-0.8886, 1.8931, 1.2562)
H (-3.2147, -0.5066, 1.6387)
H (-3.4181, -1.0328, 0.2410)

* <S²>: 0.7558
* 2S+1: 2
* HOMO-LUMO gap (spin up / spin down): 10.705 / 5.461 eV
* charge: +2

Atomic partial charges in e from the natural (NBO) method, atoms 1 to 5: number 1, O, carries -0.995; number 2, O, carries -1.002; number 3, O, carries -0.064; number 4, N, carries -0.689; number 5, N, carries -0.683



# 2
ORCA calculation (ωB97M-V/def2-TZVPD) on an isolated ion of composition C3H13N2Si and charge +1 at a distorted geometry.

Geometry (Å):
Si (-0.9712, -1.6620, -1.2354)
N (0.1338, -0.4102, 1.4040)
N (0.9875, 0.1740, -1.0214)
C (-0.9233, 0.1505, 2.2100)
C (-0.1316, -0.1442, -0.3690)
C (1.2842, 1.6141, -1.3382)
H (1.6008, 2.1163, -0.4193)
H (-2.2670, -1.4020, -0.6902)
H (1.7785, -0.4987, -1.1192)
H (-0.9098, -1.1026, -2.5411)
H (0.4265, 1.9631, -1.7197)
H (1.0966, -0.0320, 1.6899)
H (2.0517, 1.6327, -2.2329)
H (-0.6366, 0.1928, 3.2006)
H (-1.7819, -0.4690, 2.1376)
H (-1.2350, 1.1579, 1.8543)
H (0.0681, -2.6407, -1.0311)
H (-0.6589, 0.7245, -0.2246)
H (0.0877, -1.3645, 1.4457)

* SMILES: CN[C@@H]([SiH3])[NH2+]C
* 2S+1: 1
* HOMO-LUMO gap: 10.236 eV
* charge: +1

Atomic partial charges in e from the natural (NBO) method, atoms 1 to 5: number 1, Si, carries 0.843; number 2, N, carries -0.598; number 3, N, carries -0.624; number 4, C, carries -0.424; number 5, C, carries -0.150



# 3
ORCA calculation (ωB97M-V/def2-TZVPD) on a 2-piece molecular cluster, C3H13N3 overall at a distorted geometry.

Geometry (Å):
N (-1.1039, 0.6293, 1.1086)
N (2.3300, -1.0854, -0.6412)
N (0.7019, -2.3269, -2.0313)
C (-1.3320, 0.9676, 2.6086)
C (1.4191, -1.0061, -1.8482)
C (-0.9117, 1.8482, 0.3206)
H (1.6274, -0.9587, 0.1980)
H (0.9215, -2.6112, -2.9851)
H (-0.5263, 1.5527, -0.6438)
H (-1.9909, 0.1187, 0.8499)
H (-0.2971, 2.5304, 0.9204)
H (-2.2918, 1.5802, 2.6766)
H (1.9863, -0.8449, -2.7742)
H (0.7643, -0.1201, -1.7030)
H (-1.5299, 0.0944, 3.2676)
H (-1.9916, 2.1455, 0.4287)
H (2.7614, -2.0275, -0.5892)
H (-0.2188, -2.0395, -2.0489)
H (-0.3178, 1.5534, 2.8860)

* SMILES: CNC.NCN
* 2S+1: 1
* HOMO-LUMO gap: 9.692 eV

Atomic partial charges in e from the natural (NBO) method, atoms 1 to 5: number 1, N, carries -0.639; number 2, N, carries -0.854; number 3, N, carries -0.837; number 4, C, carries -0.437; number 5, C, carries -0.063



# 4
ORCA calculation (ωB97M-V/def2-TZVPD) on a 2-piece molecular cluster, C3H13N3O overall.

Geometry (Å):
O (-0.9736, 2.8142, -0.4895)
N (-2.1416, 0.0698, -0.7033)
N (-0.1918, -1.1253, -0.0570)
N (2.4738, -0.3115, -0.5705)
C (1.7435, 0.2598, 0.5827)
C (-1.6173, -0.9873, 0.1731)
C (0.6830, -0.7147, 1.0482)
H (1.2642, 1.2305, 0.3738)
H (1.8236, -0.2435, -1.3500)
H (-3.1414, -0.0547, -0.8257)
H (-1.7368, -0.1137, -1.6177)
H (1.1753, -1.5899, 1.4860)
H (-2.1108, -1.9408, 0.0170)
H (-0.0670, 3.0379, -0.7464)
H (-1.8314, -0.6851, 1.1957)
H (3.2368, 0.3198, -0.7975)
H (0.1232, -0.2471, 1.8634)
H (-0.0022, -2.1060, -0.2128)
H (-1.1349, 1.8959, -0.7664)
H (2.4255, 0.4918, 1.3967)

* SMILES: NCCNCN.O
* 2S+1: 1
* HOMO-LUMO gap: 10.271 eV

Atomic partial charges in e from the natural (NBO) method, atoms 1 to 5: number 1, O, carries -0.964; number 2, N, carries -0.851; number 3, N, carries -0.652; number 4, N, carries -0.835; number 5, C, carries -0.226



Number 1: calculated total energy -456.6289 a.u.. Number 2: calculated total energy -520.7607 a.u.. Number 3: calculated total energy -286.2756 a.u.. Number 4: calculated total energy -361.5874 a.u..